<one>
2 unconnected molecules or ions with the total composition C14H16. Source: the OMol25 dataset; level of theory: ωB97M-V/def2-TZVPD.

## Properties
Gap between HOMO and LUMO: 9.72 eV
Molar mass: 184.3 g/mol
Total charge: 0
HOMO: -8.819 eV

Last column: Mulliken charge in e.
Geometry (Å):
C  0.84492  0.60378  1.94759  -1.389
C  3.11506  -2.31526  1.96962  -0.408
C  4.22202  -1.82132  1.29592  -0.357
C  2.09802  -1.50135  2.40651  -0.500
C  2.09949  -0.19084  1.92571  0.848
C  4.34516  -0.43589  1.00894  -0.428
C  3.23414  0.33718  1.29465  -0.421
H  3.20375  -3.37377  2.20112  0.326
H  5.09817  -2.41577  1.06835  0.330
H  1.20418  -1.90912  2.85840  0.330
H  5.31255  -0.00669  0.83030  0.361
H  0.38562  0.77010  0.96953  0.260
H  0.90508  1.60008  2.41433  0.345
H  3.29936  1.41191  1.14939  0.331
H  0.07494  0.22163  2.61857  0.377
C  -1.50015  0.92835  -3.71922  -1.315
C  -3.05764  1.62236  -0.35482  -0.265
C  -3.95526  0.57958  -0.19380  -0.545
C  -2.15690  1.73015  -1.39180  -0.576
C  -2.12680  0.72201  -2.36727  0.858
C  -3.96474  -0.41901  -1.17105  -0.469
C  -3.02737  -0.34115  -2.19675  -0.425
H  -3.00349  2.48560  0.30468  0.327
H  -4.67276  0.60762  0.61365  0.390
H  -1.44438  2.54353  -1.41375  0.366
H  -4.55877  -1.31327  -1.04329  0.360
H  -1.42228  1.98671  -3.92233  0.349
H  -1.99589  0.44470  -4.55548  0.383
H  -3.05594  -0.93348  -3.10933  0.276
H  -0.48488  0.50711  -3.63611  0.282

<two>
2 unconnected molecules or ions with the total composition C14H16. Source: the OMol25 dataset; level of theory: ωB97M-V/def2-TZVPD.

## Properties
Gap between HOMO and LUMO: 9.72 eV
Molar mass: 184.3 g/mol
Total charge: 0
HOMO: -8.850 eV

Last column: Mulliken charge in e.
Geometry (Å):
C  1.54716  1.48780  -4.28566  -1.309
C  0.81567  0.94438  -1.90252  -0.375
C  1.78504  1.49418  -2.84666  0.818
C  1.08336  0.84049  -0.50228  -0.302
C  2.94010  2.05727  -2.30308  -0.389
C  2.25950  1.42882  -0.11149  -0.397
C  3.06883  2.18232  -0.91418  -0.619
H  -0.04116  0.36245  -2.38254  0.230
H  0.40343  0.41492  0.23483  0.490
H  1.35730  0.36347  -4.64754  0.266
H  2.47794  1.60151  -4.79554  0.404
H  3.63736  2.61710  -2.98324  0.263
H  2.49512  1.53661  0.98072  0.259
H  3.91182  2.69116  -0.51404  0.376
H  0.68286  2.11556  -4.54958  0.285
C  -0.44879  -2.80541  0.92501  -1.125
C  -3.48575  -0.75987  1.88885  -0.226
C  -2.72710  -1.74605  1.29962  -0.648
C  -3.25279  -0.27486  3.21269  -0.631
C  -1.39434  -1.96311  1.74028  0.871
C  -2.05024  -0.61510  3.77679  -0.327
C  -1.08661  -1.36618  3.00920  -0.469
H  -4.37843  -0.36197  1.35785  0.313
H  -3.03693  -2.02967  0.31912  0.342
H  -3.81829  0.44473  3.63867  0.466
H  -1.59051  -0.18898  4.69322  0.282
H  -0.51728  -2.27259  -0.10875  0.198
H  -1.01501  -3.77203  0.80239  0.374
H  -0.12659  -1.57807  3.54188  0.248
H  0.50433  -2.84886  1.42597  0.333

Relative energies, in kcal/mol, with the most stable structure set to zero: <one> 0.0; <two> 21.3.

<one>
2 unconnected molecules or ions with the total composition C14H16. Source: the OMol25 dataset; level of theory: ωB97M-V/def2-TZVPD.

## Properties
Gap between HOMO and LUMO: 9.73 eV
Molar mass: 184.3 g/mol
Total charge: 0
HOMO: -8.898 eV

Last column: Mulliken charge in e.
Geometry (Å):
C  4.13016  0.46077  -2.17105  -1.327
C  2.04371  -0.37542  0.84942  -0.380
C  2.59493  -0.36458  -0.42854  -0.465
C  2.54720  0.40871  1.86786  -0.547
C  3.58185  0.55941  -0.78119  0.771
C  3.62117  1.24213  1.55932  -0.460
C  4.06088  1.35296  0.26108  -0.319
H  1.14496  -0.97876  0.92773  0.371
H  2.18271  -1.08187  -1.12361  0.293
H  2.12482  0.35432  2.86115  0.381
H  4.04882  1.86012  2.33637  0.357
H  4.41827  1.45545  -2.50656  0.364
H  3.43472  0.02958  -2.87044  0.343
H  4.82497  2.05929  -0.04013  0.347
H  5.08067  -0.07423  -2.25318  0.271
C  -3.07901  -1.03698  -2.41689  -1.265
C  -3.66762  -1.65510  -0.05849  -0.562
C  -3.41526  -0.64965  -1.00202  0.853
C  -3.62458  -1.35333  1.28349  -0.342
C  -3.14513  -0.11959  1.72440  -0.444
C  -3.22375  0.64865  -0.54310  -0.626
C  -2.85314  0.85909  0.77967  -0.389
H  -3.96740  -2.62213  -0.44102  0.346
H  -3.92775  -2.09084  2.01696  0.357
H  -3.26647  -0.20742  -3.10148  0.374
H  -3.70738  -1.84833  -2.74639  0.374
H  -2.97829  0.06259  2.77603  0.379
H  -2.90014  1.38477  -1.27447  0.282
H  -2.44484  1.79634  1.13459  0.415
H  -2.02086  -1.26341  -2.52023  0.250

<two>
2 unconnected molecules or ions with the total composition C14H16. Source: the OMol25 dataset; level of theory: ωB97M-V/def2-TZVPD.

## Properties
Gap between HOMO and LUMO: 9.67 eV
Molar mass: 184.3 g/mol
Total charge: 0
HOMO: -8.723 eV

Last column: Mulliken charge in e.
Geometry (Å):
C  -1.03453  1.77164  -0.90797  -0.915
C  1.71364  -0.15431  -2.63740  -0.545
C  0.70295  0.09694  -1.69567  0.107
C  2.12676  0.78934  -3.55225  -0.524
C  0.23545  1.39578  -1.59767  0.645
C  1.81675  2.14582  -3.28865  -0.451
C  0.92440  2.42953  -2.28047  -0.553
H  2.12663  -1.14664  -2.79667  0.357
H  0.38026  -0.77228  -1.14293  0.079
H  2.57248  0.64551  -4.52753  0.365
H  2.20587  2.86546  -3.99671  0.359
H  -1.24390  1.00200  -0.15011  0.058
H  -1.86550  1.61824  -1.60226  0.278
H  0.92251  3.44878  -1.90222  0.296
H  -1.04878  2.76945  -0.48257  0.395
C  1.33382  -1.20412  3.23080  -1.444
C  -0.05947  -1.26385  2.64846  0.950
C  -0.26199  -1.89588  1.41027  -0.275
C  -1.11277  -0.71084  3.34384  -0.626
C  -1.50088  -1.79537  0.77544  -0.406
C  -2.34232  -0.60088  2.65520  -0.369
C  -2.53299  -1.09473  1.38255  -0.637
H  2.02745  -0.67646  2.56742  0.299
H  1.77997  -2.19609  3.31853  0.334
H  0.60103  -2.20913  0.83731  0.422
H  -0.94976  -0.24983  4.30678  0.316
H  -1.68478  -2.12776  -0.23805  0.354
H  -3.14290  -0.17790  3.24966  0.349
H  -3.50804  -0.91111  0.95646  0.410
H  1.32137  -0.71201  4.19489  0.373

Relative energies, in kcal/mol, with the most stable structure set to zero: <one> 0.0; <two> 6.2.

<one>
C3H4N4O in the gas phase. Source: the OMol25 dataset; level of theory: ωB97M-V/def2-TZVPD.

## Properties
Gap between HOMO and LUMO: 9.35 eV
Molar mass: 112.1 g/mol
Total charge: 0
HOMO: -9.266 eV

Last column: Mulliken charge in e.
Geometry (Å):
C  -1.65769  0.41773  0.13510  0.078
C  0.18345  -1.47685  0.07838  -0.134
C  0.69166  0.73068  0.18044  0.631
H  -3.36224  0.14780  -0.29980  0.266
H  -1.62947  1.50480  -0.07309  0.161
H  -0.22260  -2.42211  -0.13503  0.402
H  -0.15989  2.53279  -0.17308  0.220
N  -2.59057  -0.45506  -0.18354  -0.557
N  -0.31021  -0.05794  0.30415  -0.007
N  1.39090  -1.39371  -0.12221  -0.212
N  0.84746  2.04188  -0.13236  -0.675
O  1.83832  -0.09236  -0.09309  -0.173

<two>
C3H4N4O in the gas phase. Source: the OMol25 dataset; level of theory: ωB97M-V/def2-TZVPD.

## Properties
Gap between HOMO and LUMO: 8.79 eV
Molar mass: 112.1 g/mol
Total charge: 0
HOMO: -8.911 eV

Last column: Mulliken charge in e.
Geometry (Å):
C  0.02697  -0.71083  0.71491  0.522
C  1.10876  0.03050  0.82045  -0.263
C  -0.14810  0.83181  -1.05414  0.345
H  -2.18573  -1.75219  0.71706  0.280
H  1.84529  -0.06658  1.58805  0.416
H  1.85785  1.44428  -0.57973  0.254
H  -0.05650  2.03473  -2.43384  0.264
N  -1.60759  -2.22632  1.42605  -0.633
N  -0.49946  -1.68610  1.45481  -0.053
N  1.00364  1.03315  -0.20607  -0.181
N  -0.58394  1.30569  -2.06581  -0.524
O  -0.76118  -0.23813  -0.38173  -0.426

<three>
C3H4N4O in the gas phase. Source: the OMol25 dataset; level of theory: ωB97M-V/def2-TZVPD.

## Properties
Gap between HOMO and LUMO: 8.68 eV
Molar mass: 112.1 g/mol
Total charge: 0
HOMO: -8.770 eV

Last column: Mulliken charge in e.
Geometry (Å):
C  -0.39673  -0.02150  -0.09034  0.836
C  1.22046  -1.40850  0.05528  -0.169
C  0.89728  0.69360  -0.06840  0.251
H  -3.29707  0.24797  0.13034  0.386
H  1.78105  -2.37588  0.00897  0.337
H  2.85655  0.01654  0.42452  0.330
H  0.04113  2.37121  0.16672  0.289
N  -1.50488  0.56593  0.04028  -0.450
N  -0.08049  -1.40428  -0.09165  -0.534
N  1.85882  -0.19191  0.03238  -0.136
N  0.94573  1.96740  -0.04304  -0.799
O  -2.53024  -0.30018  0.04056  -0.342

<four>
C3H4N4O in the gas phase. Source: the OMol25 dataset; level of theory: ωB97M-V/def2-TZVPD.

## Properties
Gap between HOMO and LUMO: 11.34 eV
Molar mass: 112.1 g/mol
Total charge: 0
HOMO: -10.791 eV

Last column: Mulliken charge in e.
Geometry (Å):
C  -1.21061  -0.91439  -0.24068  0.147
C  -0.07141  -1.51561  0.71373  -0.536
C  -0.40857  0.42221  -0.01611  0.185
H  -1.48918  -0.65876  -1.94923  0.355
H  -2.21338  -0.87723  0.17141  0.312
H  0.59886  -2.12189  0.13257  0.292
H  -0.38730  -1.88804  1.68341  0.280
N  0.52256  -0.11304  0.78062  0.417
N  1.54150  0.80609  0.89017  -0.436
N  1.18967  1.83138  0.19195  -0.107
N  0.02071  1.61520  -0.51877  -0.410
O  -1.16081  -1.42309  -1.52345  -0.500

Relative energies, in kcal/mol, with the most stable structure set to zero: <one> 29.4; <two> 6.0; <three> 0.0; <four> 26.3.

<one>
C3H4N2O in the gas phase. Source: the OMol25 dataset; level of theory: ωB97M-V/def2-TZVPD.

## Properties
Gap between HOMO and LUMO: 8.24 eV
Molar mass: 84.1 g/mol
Total charge: 0
HOMO: -8.891 eV

Last column: Mulliken charge in e.
Geometry (Å):
O  -1.89637  0.55099  0.04216  -0.493
C  -0.58197  0.23086  0.32916  0.419
C  0.55999  1.14051  0.07467  -0.716
C  1.52554  0.19118  -0.31249  -0.187
N  1.06266  -1.07333  -0.49154  -0.477
N  -0.19637  -1.06311  -0.23085  0.214
H  -1.91485  1.51063  -0.09654  0.359
H  -0.41729  0.09165  1.42727  0.208
H  2.57895  0.34835  -0.51771  0.416
H  -0.72029  -1.92773  -0.22415  0.256

<two>
C3H4N2O in the gas phase. Source: the OMol25 dataset; level of theory: ωB97M-V/def2-TZVPD.

## Properties
Gap between HOMO and LUMO: 8.97 eV
Molar mass: 84.1 g/mol
Total charge: 0
HOMO: -8.597 eV

Last column: Mulliken charge in e.
Geometry (Å):
O  -2.21926  0.30915  -0.31045  -0.728
C  -0.98431  0.13684  -0.20948  0.578
C  -0.05785  0.35780  0.93656  -0.549
N  1.10452  -0.23821  0.66705  0.192
N  1.14733  -0.82649  -0.56833  -0.662
C  -0.02490  -0.63742  -1.08737  -0.139
H  -0.44567  1.23307  -0.41940  0.176
H  -0.23563  0.86612  1.87531  0.453
H  1.96710  -0.19598  1.19417  0.231
H  -0.25132  -1.00488  -2.07804  0.449

<three>
A molecular structure, C3H4N2O. Source: the OMol25 dataset; level of theory: ωB97M-V/def2-TZVPD.

## Properties
Gap between HOMO and LUMO (alpha / beta): 6.33 / 6.30 eV
Molar mass: 84.1 g/mol
Total charge: 0
HOMO (alpha / beta): -8.159 / -8.132 eV

Last column: Mulliken charge in e.
Geometry (Å):
C  0.77148  0.51592  -0.03309  -0.119
C  -0.63461  0.33277  -0.06848  0.178
C  -1.76105  1.01467  -0.07410  -0.316
N  0.97664  -0.87686  -0.01416  -0.138
N  -0.41182  -1.06410  -0.16240  -0.238
O  -3.25659  -0.56084  0.03980  -0.626
H  1.53428  1.24606  -0.41678  0.287
H  -2.48629  1.69686  -0.40278  0.404
H  1.52655  -1.56973  -0.49355  0.292
H  -0.87268  -1.68310  0.46270  0.276

<four>
A molecular structure, C3H4N2O. Source: the OMol25 dataset; level of theory: ωB97M-V/def2-TZVPD.

## Properties
Gap between HOMO and LUMO: 8.48 eV
Molar mass: 84.1 g/mol
Total charge: 0
HOMO: -8.344 eV

Last column: Mulliken charge in e.
Geometry (Å):
N  -0.40180  1.55197  0.13124  -0.187
C  -0.00423  0.15064  0.00453  0.453
C  -1.08707  -0.67672  -0.00444  -1.149
O  -0.42887  -1.90208  -0.11988  -0.089
C  0.89516  -1.66484  -0.16145  0.097
N  1.24440  -0.41597  -0.08937  -0.613
H  -0.20804  2.16218  -0.66781  0.351
H  -0.12519  2.03186  0.99229  0.351
H  -1.41793  1.29605  0.16256  0.388
H  1.53356  -2.53308  -0.24766  0.397

Relative energies, in kcal/mol, with the most stable structure set to zero: <one> 17.6; <two> 3.4; <three> 168.4; <four> 0.0.